The following is a quantum chemistry calculation of 2 unconnected molecules or ions with the total composition C5H9NO at a distorted geometry, from OMol25.

CARTESIAN COORDINATES (ANGSTROEM)
C -1.811 0.027 -0.417
C -0.407 -0.441 -0.171
O -0.212 -1.721 0.196
C 0.689 0.340 -0.299
C 2.063 -0.151 0.085
C 0.507 1.617 -0.908
N 0.334 2.619 -1.468
H -1.958 1.073 -0.125
H -2.567 -0.577 0.103
H -1.969 -0.055 -1.493
H -0.681 -0.071 1.957
H -1.041 -2.154 0.438
H -0.192 0.354 1.563
H 2.778 0.673 0.159
H 2.421 -0.856 -0.669
H 2.046 -0.678 1.048

As for the HOMO-LUMO gap: 9.31 eV. The lowest unoccupied orbital energy comes out at 0.49 eV. The calculation puts the total energy at -325.83461 Ha. The HOMO energy is -0.324 hartree. The net charge is 0. The calculation puts the energy above the lowest of the compared OMol25 structures with the same formula, charge and spin at 2.801 eV.